--- w ---
The following is a quantum chemistry calculation of a structure of composition C25H27N7O8STi, from the Open Molecules 2025 dataset.

Each line ends with the Mulliken charge.
Geometry (Å):
Ti (-1.301, 0.080, 0.552)  -0.7176
O (-4.606, 2.407, -0.322)  -0.8404
C (-3.622, 1.895, 0.220)  0.1770
O (-3.375, 0.624, 0.297)  -0.4411
C (-2.560, 2.713, 0.882)  0.0302
C (-2.547, 4.069, 1.089)  -0.3961
C (-1.476, 4.646, 1.789)  -0.5553
C (-0.459, 3.808, 2.292)  -0.3945
C (-0.517, 2.462, 2.049)  0.2802
N (-1.533, 1.928, 1.317)  0.6749
C (0.433, 1.401, 2.530)  0.0930
O (1.383, 1.681, 3.264)  -0.8346
O (0.095, 0.217, 2.134)  -0.5538
H (-3.372, 4.661, 0.710)  0.4814
H (-1.441, 5.715, 1.958)  0.3819
H (0.369, 4.193, 2.874)  0.4743
C (-2.505, 2.119, -3.727)  -0.5102
O (-3.416, 1.015, -3.714)  -0.5170
C (-3.144, 0.132, -2.720)  0.4274
O (-2.148, 0.184, -2.048)  -0.2806
N (-4.124, -0.815, -2.636)  -0.1178
N (-4.173, -1.653, -1.502)  -0.8433
H (-2.768, 2.707, -4.604)  0.2658
H (-1.475, 1.768, -3.783)  0.2070
H (-2.621, 2.710, -2.819)  0.1997
H (-5.028, -0.540, -2.980)  0.2721
H (-3.376, -2.278, -1.563)  0.3691
H (-4.019, -1.057, -0.685)  0.4155
N (4.986, -3.358, 1.971)  -0.6419
C (3.790, -3.291, 1.220)  1.0286
C (3.337, -2.065, 0.737)  -0.7124
C (2.174, -1.989, -0.005)  0.3467
C (1.461, -3.153, -0.272)  -0.8212
C (1.895, -4.377, 0.204)  -0.2881
C (3.070, -4.448, 0.940)  -0.8071
S (-0.082, -3.007, -1.132)  1.4495
O (-0.621, -4.337, -1.305)  -0.7644
O (0.144, -2.228, -2.316)  -0.7423
N (-0.959, -2.115, -0.111)  0.0594
C (-1.364, -2.617, 1.075)  0.4784
N (-1.121, -3.853, 1.543)  -0.5100
C (-1.576, -4.108, 2.760)  -0.2914
C (-2.255, -3.190, 3.546)  -0.8690
C (-2.440, -1.932, 2.992)  0.0059
N (-2.021, -1.655, 1.776)  0.3105
H (5.184, -2.487, 2.443)  0.2590
H (4.975, -4.113, 2.640)  0.2115
H (3.881, -1.158, 0.977)  0.0928
H (1.797, -1.031, -0.353)  -0.0132
H (1.295, -5.256, 0.011)  0.4780
H (3.418, -5.403, 1.321)  0.2614
H (-1.377, -5.109, 3.135)  0.3828
H (-2.597, -3.435, 4.541)  0.3530
H (-2.924, -1.123, 3.528)  0.4850
C (3.206, 1.490, -2.693)  -1.6705
C (2.572, 2.169, -1.472)  2.3825
C (3.558, 2.131, -0.294)  -1.2893
C (2.252, 3.632, -1.811)  -1.8358
C (1.337, 1.470, -1.084)  -0.0882
C (0.338, 0.885, -0.697)  0.1965
H (4.133, 1.999, -2.980)  0.4250
H (2.516, 1.509, -3.538)  0.3281
H (3.431, 0.445, -2.472)  0.2620
H (4.478, 2.675, -0.540)  0.4351
H (3.816, 1.097, -0.054)  -0.0075
H (3.105, 2.568, 0.596)  0.3105
H (3.166, 4.172, -2.085)  0.4343
H (1.792, 4.124, -0.953)  0.3030
H (1.550, 3.682, -2.645)  0.3252

Results
- HOMO level (spin up / spin down): 0.461 / -2.952 eV
- Gap between HOMO and LUMO (spin up / spin down): 4.12 / 7.53 eV
- <S²>: 2.03
- 2S+1: 3
- Charge: -2

=====

--- x ---
The following is a quantum chemistry calculation of a structure of composition C25H27N7O8STi, from the Open Molecules 2025 dataset.

Each line ends with the Mulliken charge.
Geometry (Å):
Ti (1.039, -0.866, 1.053)  -0.7424
O (4.420, -0.807, -1.212)  -0.8171
C (3.560, -1.011, -0.371)  0.0869
O (2.739, -0.148, 0.121)  -0.5445
C (3.348, -2.354, 0.272)  0.4598
C (3.994, -3.532, 0.018)  -0.5908
C (3.650, -4.666, 0.759)  -0.3359
C (2.666, -4.569, 1.746)  -0.5576
C (2.043, -3.370, 1.939)  0.3319
N (2.372, -2.285, 1.203)  0.4079
C (0.915, -3.048, 2.888)  0.3636
O (0.584, -3.816, 3.771)  -0.7744
O (0.421, -1.879, 2.629)  -0.4792
H (4.755, -3.553, -0.750)  0.4995
H (4.141, -5.612, 0.569)  0.3850
H (2.371, -5.415, 2.354)  0.4958
C (0.749, -1.830, -4.031)  -0.6993
O (0.706, -0.420, -3.783)  -0.5514
C (0.864, -0.091, -2.473)  0.6820
O (1.018, -0.917, -1.606)  -0.0802
N (0.768, 1.244, -2.323)  0.1663
N (1.056, 1.937, -1.140)  -0.8171
H (0.708, -1.935, -5.114)  0.2877
H (-0.098, -2.332, -3.564)  0.2543
H (1.667, -2.262, -3.641)  0.2690
H (0.674, 1.795, -3.152)  0.2984
H (0.271, 1.829, -0.502)  -0.1656
H (1.847, 1.486, -0.700)  0.4004
N (-4.633, 2.129, -4.684)  -0.6664
C (-3.997, 1.852, -3.451)  1.1858
C (-2.793, 2.470, -3.122)  -0.9555
C (-2.190, 2.220, -1.902)  0.0808
C (-2.771, 1.337, -1.006)  -0.7264
C (-3.988, 0.738, -1.319)  -0.2745
C (-4.594, 0.999, -2.530)  -0.7725
S (-1.980, 1.058, 0.571)  1.1204
O (-3.038, 0.800, 1.507)  -0.8294
O (-1.186, 2.258, 0.767)  -0.5588
N (-0.926, -0.136, 0.378)  0.1935
C (-1.364, -1.443, 0.054)  0.2614
N (-2.594, -1.731, -0.291)  -0.3482
C (-2.876, -3.090, -0.501)  -0.8528
C (-1.905, -4.060, -0.344)  -0.6929
C (-0.620, -3.663, -0.013)  -0.4325
N (-0.329, -2.306, 0.148)  0.5941
H (-3.986, 2.406, -5.404)  0.2229
H (-5.211, 1.368, -5.005)  0.2187
H (-2.327, 3.153, -3.829)  0.2464
H (-1.268, 2.720, -1.631)  0.5575
H (-4.424, 0.057, -0.603)  0.4334
H (-5.541, 0.525, -2.776)  0.2545
H (-3.899, -3.341, -0.766)  0.3581
H (-2.139, -5.112, -0.470)  0.3540
H (0.196, -4.364, 0.104)  0.3883
C (1.172, 4.299, 2.208)  -1.5108
C (1.171, 3.253, 3.332)  2.3969
C (2.342, 3.519, 4.285)  -1.8279
C (-0.159, 3.340, 4.097)  -1.5620
C (1.298, 1.907, 2.747)  -0.0878
C (1.353, 0.778, 2.284)  -0.0468
H (1.028, 5.304, 2.626)  0.4401
H (0.368, 4.086, 1.500)  0.1554
H (2.122, 4.275, 1.666)  0.3291
H (2.237, 4.507, 4.753)  0.3773
H (3.290, 3.487, 3.741)  0.3793
H (2.376, 2.760, 5.070)  0.3668
H (-0.277, 4.333, 4.552)  0.4003
H (-0.193, 2.583, 4.884)  0.3505
H (-0.990, 3.156, 3.413)  0.2466

Results
- HOMO level (spin up / spin down): 0.854 / -2.590 eV
- Gap between HOMO and LUMO (spin up / spin down): 3.58 / 7.02 eV
- <S²>: 2.04
- 2S+1: 3
- Charge: -2

=====

Going by the energies, w is most stable and the next is 106.3 kJ/mol up.